(1)
Below is C37H32AuFOP2 as an isolated structure, with properties calculated with ωB97M-V/def2-TZVPD.

Values from the calculation:
- multiplicity = 3
- largest force on an atom (Eh/bohr) = 0.0834
- net charge = +2
- orbital gap (alpha / beta) (eV) = 8.3 / 5.4
- E_LUMO (alpha / beta) (eV) = -5.93 / -8.75
- molecular weight (g mol⁻¹) = 770.575

Geometry as XYZ:
```
74
Properties=species:S:1:pos:R:3:forces:R:3:mulliken_charge:R:1
Au -0.2255 0.1820 0.0522 0.458 0.366 -0.277 1.347
P -1.2876 -1.7362 0.8704 -0.913 -2.461 0.313 1.478
C 1.1019 -0.0839 1.5054 3.432 -1.402 2.152 -0.328
O 2.0384 -0.6199 1.8965 -2.246 1.339 -0.892 -0.175
P 1.3177 1.7704 -0.8697 1.001 1.349 -0.961 1.152
C -0.8073 -2.4349 2.4880 0.296 0.280 0.510 0.312
C -1.1765 -3.1938 -0.2003 0.213 -0.179 -0.671 0.170
C -3.0320 -1.2954 0.9882 0.542 -0.267 -0.458 0.346
C 0.6972 3.4667 -0.6802 -0.283 0.007 0.271 0.088
C 3.0118 1.8756 -0.2060 0.076 -0.337 0.446 0.405
C 1.5166 1.4070 -2.6309 -0.505 0.046 -0.316 0.381
C -1.6599 -2.3571 3.5951 -0.075 0.204 0.038 -0.281
C -1.2928 -2.9224 4.8181 -0.006 -0.127 -0.108 -0.734
C -0.0691 -3.5814 4.9408 -0.108 0.016 0.140 -0.525
C 0.7934 -3.6725 3.8488 -0.026 0.127 -0.350 -0.889
C 0.4293 -3.0936 2.6329 -0.180 -0.049 -0.006 -0.194
H -2.6187 -1.8475 3.5121 0.172 -0.144 0.048 0.375
H -1.9849 -2.8696 5.6642 0.330 0.012 -0.330 0.424
H 0.2144 -4.0339 5.8933 -0.113 0.150 -0.304 0.405
H 1.7485 -4.2030 3.9275 -0.422 0.252 0.005 0.429
H 1.0940 -3.1875 1.7798 -0.002 -0.036 0.052 0.465
C -3.3236 -0.0654 1.5548 -2.596 -2.190 -0.645 0.729
C -4.6377 0.2636 1.8052 -0.392 0.641 0.309 -0.694
C -5.6924 -0.5729 1.3814 0.378 -0.121 -0.270 -0.694
C -5.3936 -1.7495 0.6862 0.029 -0.034 -0.049 -0.583
C -4.0612 -2.1199 0.4646 -0.014 0.468 0.395 -0.767
H -2.4263 0.8223 1.9206 0.693 1.236 0.700 0.005
H -4.8632 1.1841 2.3216 -0.137 0.107 0.120 0.515
H -6.7412 -0.2990 1.5777 0.718 -0.042 -0.060 0.411
H -6.2019 -2.3994 0.3190 0.445 0.384 0.229 0.424
H -3.8238 -3.0349 -0.0988 0.009 0.508 0.427 0.399
C -1.4144 -4.4845 0.2971 -0.090 -0.145 0.325 -0.105
C -1.3780 -5.5968 -0.5433 0.053 0.201 -0.322 -0.747
C -1.0900 -5.4287 -1.9044 -0.123 0.311 0.108 -0.540
C -0.8495 -4.1467 -2.4128 -0.008 -0.005 0.082 -0.662
C -0.8873 -3.0412 -1.5655 -0.053 -0.088 0.272 -0.374
H -1.6316 -4.6390 1.3566 0.059 0.098 -0.320 0.455
H -1.5814 -6.5935 -0.1427 0.102 0.399 -0.119 0.432
H -1.0749 -6.2843 -2.5795 0.038 0.196 0.238 0.411
H -0.6342 -3.9977 -3.4721 -0.052 -0.124 0.320 0.436
H -0.6873 -2.0422 -1.9476 -0.024 -0.119 -0.150 0.204
C 4.1514 1.6326 -0.9854 -0.285 -0.141 -0.083 -0.410
C 5.4185 1.8186 -0.4390 -0.003 0.110 -0.051 -0.679
C 5.5534 2.2571 0.8761 0.207 -0.014 -0.066 -0.572
C 4.4290 2.4960 1.6593 -0.389 0.042 0.212 -0.891
C 3.1599 2.2889 1.1288 0.125 -0.065 -0.337 -0.141
H 4.0497 1.2935 -2.0155 0.037 0.128 0.208 0.372
H 6.3002 1.6476 -1.0600 -0.285 0.015 0.248 0.430
H 6.5458 2.4148 1.2984 -0.255 -0.033 -0.135 0.411
H 4.5260 2.8553 2.6865 0.033 -0.176 -0.350 0.444
H 2.2693 2.4563 1.7286 0.130 0.166 0.091 0.480
C -0.6702 3.6608 -0.4679 0.264 -0.195 -0.073 -0.251
C -1.2106 4.9294 -0.3710 -0.075 0.089 0.157 -0.634
C -0.3766 6.0432 -0.4031 0.020 -0.368 -0.264 -0.541
C 0.9973 5.8611 -0.5756 -0.088 -0.016 0.034 -0.690
C 1.5402 4.5878 -0.7191 -0.002 -0.095 -0.018 -0.117
H -1.3093 2.7978 -0.3423 -0.062 0.304 -0.094 -0.059
H -2.2842 5.0235 -0.2445 0.147 0.156 0.053 0.426
H -0.8109 7.0328 -0.3174 0.174 -0.043 0.034 0.421
H 1.6573 6.7201 -0.5956 -0.043 -0.050 -0.013 0.437
H 2.6156 4.4762 -0.8505 -0.227 -0.012 0.009 0.504
C 1.4747 2.4660 -3.5470 0.184 -0.178 0.073 -0.400
C 1.7279 2.2230 -4.8942 0.006 -0.093 -0.023 -0.710
C 1.9389 0.9203 -5.3438 0.078 -0.025 0.159 -0.594
C 1.9056 -0.1432 -4.4411 0.069 -0.085 0.006 -0.718
C 1.7008 0.0936 -3.0925 -0.106 0.227 0.376 -0.302
H 1.2619 3.4717 -3.1968 0.128 -0.095 -0.135 0.394
H 1.7765 3.0579 -5.5882 -0.121 -0.171 0.085 0.439
H 2.1417 0.7197 -6.3927 -0.074 0.114 0.166 0.411
H 2.0646 -1.1681 -4.7670 -0.041 0.226 -0.095 0.441
H 1.6778 -0.7415 -2.3906 0.117 0.116 -0.120 0.474
H -2.0664 1.1270 -0.5034 0.199 -0.433 -0.449 0.245
H -1.6873 0.7060 -1.0660 -0.578 0.324 -0.002 0.049
F -1.8837 1.6310 2.3880 0.040 -0.552 -0.497 -0.576
```
Positions in Å, forces in eV/Å.



(2)
Below is C37H32IrNOP2 as an isolated structure, with properties calculated with ωB97M-V/def2-TZVPD.

Values from the calculation:
- multiplicity = 5
- largest force on an atom (Eh/bohr) = 0.1192
- net charge = +2
- orbital gap (alpha / beta) (eV) = 7.4 / 4.9
- E_LUMO (alpha / beta) (eV) = -5.73 / -9.58
- molecular weight (g mol⁻¹) = 760.834

Geometry as XYZ:
```
74
Properties=species:S:1:pos:R:3:forces:R:3:mulliken_charge:R:1
C 0.6834 -1.5085 -2.5299 -0.165 0.282 -0.225 -0.361
C -0.3628 -1.8756 -1.6648 0.143 -0.308 0.113 0.622
C -1.6809 -1.9675 -2.1218 0.102 0.178 -0.296 -0.646
C -1.9495 -1.6903 -3.4674 0.071 0.070 0.160 -0.755
C -0.9271 -1.2920 -4.3290 -0.047 0.283 0.078 -0.636
C 0.3803 -1.1481 -3.8459 0.205 -0.551 -0.092 -0.828
P -0.0190 -2.0797 0.1151 -0.028 -3.142 -2.490 1.288
C -1.2906 -3.1681 0.7315 -0.032 0.021 0.515 0.414
C -2.2726 -2.6114 1.5557 0.236 -0.468 -0.210 -0.080
C -3.2875 -3.4319 2.0366 -0.188 0.349 0.111 -0.732
C -3.3191 -4.7812 1.6742 0.127 0.118 0.025 -0.581
C -2.3013 -5.3449 0.8871 -0.016 0.395 0.071 -0.718
C -1.2649 -4.5348 0.4174 -0.456 0.088 0.277 -0.356
Ir 0.1199 -0.1271 1.1840 -0.664 -1.268 2.988 0.007
P 0.0203 2.0121 0.6292 0.046 4.884 -1.156 0.255
C -1.3657 2.0272 -0.5658 0.571 -0.269 -0.038 0.655
C -1.2214 2.5338 -1.8640 -0.590 -0.156 -0.252 -0.418
C -2.3213 2.4859 -2.7386 0.015 -0.302 0.730 -0.695
C -3.5293 1.9024 -2.3113 -0.102 -0.074 0.208 -0.535
C -3.6514 1.3772 -1.0127 0.222 -0.091 0.138 -0.840
C -2.5574 1.4151 -0.1386 0.073 -0.102 -0.192 -0.181
C -0.2371 3.4439 1.7184 -0.112 0.477 0.358 0.654
C 0.7028 3.7085 2.7361 -0.096 -0.170 0.129 -0.334
C 0.5266 4.7867 3.6087 -0.269 -0.208 -0.275 -0.815
C -0.5867 5.6289 3.4475 0.017 -0.082 -0.349 -0.445
C -1.4813 5.4372 2.3785 0.521 -0.472 0.224 -0.810
C -1.3067 4.3413 1.5198 -0.072 -0.071 0.078 -0.238
C 1.6436 2.3392 -0.1650 -0.233 -0.103 0.384 0.460
C 2.6533 1.3898 0.0744 0.065 0.546 -0.641 0.110
C 3.8608 1.4744 -0.6227 -0.267 0.019 0.366 -0.622
C 4.0719 2.5468 -1.5000 -0.291 -0.382 -0.091 -0.587
C 3.0835 3.5257 -1.6798 0.073 -0.033 -0.150 -0.794
C 1.8730 3.4510 -0.9833 0.367 -0.228 0.143 -0.662
C 1.5862 -2.8928 0.2502 -0.049 0.316 0.012 0.598
C 2.1029 -3.7635 -0.7165 0.404 -0.181 0.334 -0.199
C 3.3447 -4.3627 -0.4884 -0.091 0.240 0.281 -0.828
C 4.0608 -4.0748 0.6822 -0.196 0.050 0.104 -0.602
C 3.5376 -3.1942 1.6333 0.040 0.095 0.183 -0.850
C 2.2996 -2.6013 1.4166 0.184 -0.055 -0.320 -0.540
H 1.5754 3.0518 2.8395 -0.294 0.271 0.077 0.394
H 1.2412 4.9536 4.4219 -0.310 -0.025 -0.399 0.413
H -0.7380 6.4594 4.1428 0.041 -0.303 -0.282 0.411
H -2.3197 6.1175 2.2291 0.270 -0.182 0.026 0.425
H -1.9916 4.1879 0.6787 0.171 0.077 0.437 0.429
H -0.2554 2.9206 -2.1979 -0.479 -0.029 0.073 0.418
H -2.2384 2.8996 -3.7370 0.009 -0.105 0.066 0.469
H -4.3931 1.8264 -2.9955 0.622 0.193 0.435 0.412
H -4.5833 0.9286 -0.6491 0.354 0.177 -0.399 0.442
H -2.5880 0.9245 0.8568 -0.284 0.575 -0.542 0.346
H 2.4752 0.5868 0.8040 0.227 -0.002 -0.227 0.377
H 4.6030 0.6874 -0.4762 -0.063 0.408 -0.082 0.481
H 4.9991 2.5646 -2.0780 -0.343 0.186 0.208 0.413
H 3.2357 4.3203 -2.4203 0.029 -0.230 0.521 0.431
H 1.1289 4.2480 -1.0383 0.208 -0.258 -0.210 0.626
H 1.5630 -3.9856 -1.6302 -0.028 0.059 0.089 0.525
H 3.7561 -5.0526 -1.2210 -0.080 0.138 0.131 0.450
H 5.0272 -4.5434 0.8715 -0.278 0.111 -0.143 0.431
H 4.0703 -2.9561 2.5573 -0.013 -0.202 -0.394 0.451
H 1.8751 -1.8807 2.1233 0.272 -0.423 0.087 0.402
H -2.1852 -1.5513 1.8161 -0.362 -0.350 0.064 0.225
H -4.0394 -2.9829 2.6977 0.206 -0.452 -0.339 0.418
H -4.1445 -5.3962 2.0293 0.267 0.050 -0.069 0.409
H -2.3137 -6.4091 0.6525 -0.019 0.305 0.053 0.438
H -0.4489 -4.9492 -0.1692 -0.186 0.013 0.049 0.410
H -2.4879 -2.2568 -1.4422 0.271 0.096 -0.267 0.439
H -2.9689 -1.7602 -3.8354 0.153 -0.086 0.033 0.458
H -1.1577 -1.0711 -5.3814 0.166 -0.104 0.590 0.424
H 1.1833 -0.8416 -4.5247 -0.332 -0.131 0.288 0.468
H 1.7284 -1.5187 -2.1817 -0.585 0.204 -0.184 0.424
H 0.5968 0.6046 -0.8680 0.283 -0.550 -1.140 1.676
H 0.3578 -0.1074 -0.4550 0.572 0.888 -2.302 -1.318
O -0.1355 0.4294 5.3762 0.184 -0.669 -3.304 -0.437
C -0.0587 0.1994 4.2090 -0.273 1.191 6.004 0.718
N 0.0142 -0.0244 3.0443 0.104 -0.537 -0.179 0.127
```
Positions in Å, forces in eV/Å.



(3)
Below is C37H32N4O7PSTi as an isolated structure, with properties calculated with ωB97M-V/def2-TZVPD.

Values from the calculation:
- multiplicity = 3
- largest force on an atom (Eh/bohr) = 0.0079
- net charge = -1
- orbital gap (alpha / beta) (eV) = 6.7 / 7.0
- E_LUMO (alpha / beta) (eV) = 2.54 / 1.88
- molecular weight (g mol⁻¹) = 755.592

Geometry as XYZ:
```
83
Properties=species:S:1:pos:R:3:forces:R:3:mulliken_charge:R:1
Ti 1.3718 0.5008 -0.4205 0.280 -0.075 -0.285 1.058
O 5.3454 4.2015 0.6611 0.017 0.149 0.027 -0.703
C 4.2679 4.9501 0.3756 0.048 -0.021 0.029 0.373
C 4.3718 6.3321 0.5417 0.004 0.018 0.002 -0.699
C 3.2962 7.1543 0.2687 0.014 -0.005 0.000 -0.266
C 2.0918 6.6190 -0.1786 -0.008 -0.008 -0.001 -0.988
C 1.9856 5.2510 -0.3444 0.016 -0.006 -0.005 -0.320
C 3.0557 4.3987 -0.0742 -0.020 0.026 -0.009 0.239
C 2.8802 2.9413 -0.2611 -0.094 -0.014 0.030 1.075
O 1.7333 2.5050 -0.6670 0.049 -0.139 0.224 -0.912
N 3.9084 2.1675 -0.0156 -0.054 -0.030 0.006 -0.985
N 3.5585 0.8506 -0.2549 -0.006 -0.010 -0.064 0.497
C 4.5054 0.0295 -0.5053 -0.069 0.029 0.066 -0.418
C 4.2466 -1.3124 -0.9867 -0.053 0.007 -0.023 0.521
C 5.2588 -2.2758 -0.9200 -0.018 -0.023 -0.024 -0.757
C 5.0793 -3.5447 -1.4277 0.041 0.023 0.027 -0.631
C 3.8683 -3.8552 -2.0497 -0.037 -0.004 -0.026 -0.540
C 2.8655 -2.9169 -2.1549 0.038 -0.012 -0.010 -0.312
C 3.0159 -1.6247 -1.6193 -0.009 0.005 0.033 0.525
O 2.0371 -0.7603 -1.7461 -0.130 -0.003 0.069 -0.805
H 5.0900 3.2561 0.4951 0.008 -0.075 -0.030 0.611
H 5.3146 6.7318 0.8922 0.000 0.002 0.000 0.420
H 3.3962 8.2243 0.4068 0.001 0.000 0.000 0.358
H 1.2484 7.2623 -0.3917 -0.001 -0.001 0.000 0.418
H 1.0641 4.8042 -0.6918 -0.007 -0.007 -0.002 0.482
H 5.5371 0.3715 -0.4156 0.006 -0.009 0.013 0.343
H 6.1968 -2.0076 -0.4457 0.002 0.004 0.001 0.399
H 5.8639 -4.2857 -1.3494 0.002 0.003 0.000 0.383
H 3.7140 -4.8475 -2.4578 -0.004 0.001 0.000 0.373
H 1.9265 -3.1424 -2.6434 -0.007 -0.003 0.002 0.496
O 1.7407 -0.9395 3.3619 -0.051 -0.032 0.016 -0.770
S 1.0862 -0.6052 2.1324 -0.021 0.257 0.094 1.585
O 1.1294 0.8323 1.7680 -0.015 0.063 -0.052 -0.711
O 1.5318 -1.3213 0.9302 0.112 -0.065 -0.135 -0.681
C -0.6528 -0.9560 2.3642 0.014 -0.014 -0.020 -0.473
C -1.1504 -0.5374 3.5955 -0.004 0.017 0.042 -0.630
C -2.4935 -0.6723 3.8964 0.027 -0.002 -0.012 -0.816
C -3.3465 -1.2327 2.9567 0.003 0.013 -0.021 -1.061
C -2.8436 -1.6514 1.7361 -0.033 0.031 0.018 -0.261
C -1.4896 -1.5313 1.4041 -0.005 0.013 0.021 0.596
P -0.9237 -2.1602 -0.2500 0.020 0.003 0.006 0.975
C -1.2582 -3.9717 -0.0278 -0.001 0.005 -0.046 0.645
C -1.9271 -4.6013 1.0202 0.006 0.007 0.017 -0.462
C -2.0378 -5.9850 1.0672 -0.001 -0.010 -0.004 -0.779
C -1.4890 -6.7692 0.0637 -0.006 -0.005 0.006 -0.527
C -0.8069 -6.1604 -0.9799 0.005 -0.002 -0.013 -0.707
C -0.6806 -4.7801 -1.0108 -0.005 -0.007 0.012 -0.246
C -2.3432 -1.6431 -1.2652 -0.009 -0.053 0.002 -0.349
C -2.9198 -2.4992 -2.1694 -0.005 0.009 0.001 -0.631
C -3.8417 -2.0743 -3.1369 -0.008 0.011 -0.006 -1.016
C -4.1409 -0.6956 -3.2572 -0.003 0.003 0.008 -0.640
C -3.6499 0.1983 -2.3698 -0.017 0.010 -0.028 -0.950
C -2.8379 -0.2195 -1.1801 -0.007 0.020 0.028 1.625
H -0.4650 -0.1075 4.3140 -0.005 0.002 0.000 0.475
H -2.8703 -0.3385 4.8546 0.002 0.002 0.002 0.373
H -4.4025 -1.3439 3.1713 0.000 -0.006 0.002 0.407
H -3.5146 -2.1018 1.0127 0.004 0.007 -0.007 0.561
H -2.3577 -4.0168 1.8220 0.018 -0.025 -0.011 0.361
H -2.5551 -6.4509 1.8973 0.000 -0.002 0.000 0.405
H -1.5783 -7.8478 0.1027 0.001 -0.001 0.002 0.372
H -0.3548 -6.7609 -1.7599 0.000 0.001 0.000 0.410
H -0.1108 -4.3104 -1.8051 0.004 0.002 -0.009 0.353
H -2.6335 -3.5438 -2.1631 0.009 -0.003 -0.006 0.398
H -4.2633 -2.7886 -3.8310 0.001 -0.003 -0.001 0.398
H -4.7508 -0.3508 -4.0843 0.000 0.002 -0.001 0.405
H -3.8437 1.2571 -2.4839 0.002 -0.014 -0.014 0.293
H -3.5205 -0.2162 -0.3086 -0.003 -0.017 0.003 0.168
N -0.5507 0.5885 -0.7296 -0.060 -0.040 0.057 -0.118
C -1.7720 0.8428 -0.8192 0.018 -0.035 -0.004 -0.104
N -2.3276 2.1389 -0.6774 0.006 0.074 -0.010 0.064
C -1.3910 3.2038 -0.3348 0.004 -0.019 -0.001 -0.999
C -1.1825 3.2841 1.1684 0.002 0.007 -0.006 0.067
O -2.4304 3.4781 1.8425 0.008 -0.002 0.001 -0.537
C -3.3209 2.4205 1.5442 -0.016 -0.005 -0.002 -0.077
C -3.5780 2.3426 0.0455 -0.003 -0.005 0.020 -0.994
H -1.8167 4.1481 -0.6922 -0.006 0.001 0.001 0.213
H -0.4440 3.0223 -0.8343 -0.001 0.003 0.000 0.562
H -0.5524 4.1334 1.4335 0.002 -0.004 0.003 0.415
H -0.7055 2.3662 1.5264 0.002 -0.001 0.001 -0.152
H -4.2443 2.6184 2.0933 0.002 0.004 -0.006 0.415
H -2.9015 1.4648 1.8929 0.005 -0.010 -0.004 0.068
H -4.0023 3.2971 -0.2853 -0.009 0.000 0.000 0.342
H -4.3091 1.5689 -0.1820 0.014 -0.007 0.006 0.506
```
Positions in Å, forces in eV/Å.



Question: Among the records above, which one has the lowest molecular weight?
Answer: C37H32N4O7PSTi